No. 1
{
  "formula": "C16H35N7O7P2Y",
  "method": "the ωB97M-V functional and the def2-TZVPD basis",
  "charge": 3,
  "e_above_lowest_kcal_mol": 23.5,
  "fmax_ev_per_a": 1.2,
  "multiplicity": 1,
  "symbols": ["Y", "C", "N", "C", "P", "O", "O", "P", "O", "N", "C", "C", "N", "C", "C", "N", "C", "C", "H", "H", "H", "H", "H", "H", "H", "H", "H", "H", "H", "H", "H", "H", "H", "H", "H", "H", "H", "H", "H", "H", "H", "H", "C", "C", "C", "C", "C", "C", "O", "N", "C", "O", "N", "C", "O", "H", "H", "H", "H", "H", "H", "H", "H", "H", "H", "H", "O", "N"],
  "coordinates": [[-0.795, 0.009, -0.467], [-2.089, -1.391, 2.061], [-1.072, -2.428, 1.957], [-0.236, -2.651, 3.146], [-0.717, -3.051, 0.500], [-1.258, -2.077, -0.560], [0.895, -3.002, 0.344], [1.923, -1.751, 0.235], [1.056, -0.524, 0.583], [3.157, -1.916, 1.226], [4.111, -3.025, 1.047], [3.373, -1.076, 2.413], [2.387, -1.767, -1.319], [3.656, -1.136, -1.732], [1.398, -1.926, -2.373], [-1.205, -4.548, 0.262], [-1.159, -5.137, -1.088], [-1.396, -5.502, 1.367], [-2.578, -1.441, 3.035], [-2.873, -1.512, 1.314], [-1.660, -0.358, 2.036], [-0.865, -2.899, 4.000], [0.345, -1.755, 3.378], [0.447, -3.481, 2.976], [3.876, -3.595, 0.150], [4.072, -3.690, 1.909], [5.121, -2.626, 0.958], [2.636, -0.279, 2.454], [4.369, -0.637, 2.361], [3.306, -1.683, 3.316], [4.319, -1.025, -0.879], [3.473, -0.150, -2.162], [4.142, -1.768, -2.474], [0.767, -2.796, -2.215], [1.920, -2.055, -3.320], [0.747, -1.033, -2.540], [-1.106, -4.355, -1.843], [-2.075, -5.702, -1.247], [-0.305, -5.807, -1.188], [-1.599, -4.975, 2.295], [-0.519, -6.139, 1.487], [-2.256, -6.127, 1.133], [-0.339, 4.896, 1.610], [-1.634, 5.149, 0.848], [-1.662, 4.567, -0.585], [-2.954, 5.052, -1.330], [-3.181, 4.512, -2.736], [-0.425, 5.094, -1.360], [-0.200, 6.249, -1.465], [0.602, 4.138, -1.720], [0.383, 2.827, -1.828], [1.105, 1.855, -1.772], [-1.060, 2.587, -1.860], [-1.619, 3.095, -0.569], [-1.755, 2.255, 0.292], [-0.413, 5.324, 2.607], [0.518, 5.373, 1.128], [-0.129, 3.831, 1.735], [-1.810, 6.219, 0.750], [-2.492, 4.736, 1.383], [-2.847, 6.137, -1.355], [-3.801, 4.830, -0.679], [-2.313, 4.658, -3.383], [-4.005, 5.058, -3.191], [-3.466, 3.457, -2.745], [1.549, 4.508, -1.768], [-2.408, 0.918, -2.073], [-1.378, 1.460, -2.467]]
}

No. 2
{
  "formula": "C38H48N6PPt",
  "method": "the ωB97M-V functional and the def2-TZVPD basis",
  "charge": -1,
  "e_above_lowest_kcal_mol": 36.4,
  "fmax_ev_per_a": 1.5,
  "multiplicity": 1,
  "symbols": ["Pt", "C", "C", "C", "C", "N", "C", "C", "C", "C", "C", "C", "C", "H", "H", "H", "H", "H", "H", "H", "H", "C", "C", "C", "C", "C", "C", "N", "C", "C", "C", "C", "C", "C", "H", "H", "H", "H", "H", "H", "H", "H", "H", "H", "N", "P", "N", "C", "C", "C", "C", "C", "N", "C", "C", "C", "C", "C", "N", "C", "C", "C", "C", "C", "H", "H", "H", "H", "H", "H", "H", "H", "H", "H", "H", "H", "H", "H", "H", "H", "H", "H", "H", "H", "H", "H", "H", "H", "H", "H", "H", "H", "H", "H"],
  "coordinates": [[-0.760, -0.450, 0.804], [-1.445, 2.296, -2.940], [-2.830, 2.339, -2.875], [-3.457, 1.997, -1.694], [-2.685, 1.601, -0.602], [-1.352, 1.558, -0.667], [-0.756, 1.903, -1.807], [-3.257, 1.123, 0.673], [-4.490, 1.586, 1.134], [-5.029, 1.102, 2.316], [-4.322, 0.142, 3.037], [-3.090, -0.310, 2.583], [-2.529, 0.161, 1.399], [-0.909, 2.560, -3.842], [-3.414, 2.620, -3.743], [-4.538, 1.994, -1.620], [0.331, 1.871, -1.799], [-5.026, 2.347, 0.572], [-5.986, 1.465, 2.672], [-4.735, -0.261, 3.954], [-2.564, -1.064, 3.156], [0.300, -3.008, -4.187], [-0.318, -4.000, -3.426], [-0.893, -3.716, -2.194], [-0.911, -2.397, -1.676], [-0.215, -1.427, -2.426], [0.363, -1.725, -3.651], [-1.508, -2.048, -0.495], [-2.568, -2.823, 0.019], [-2.635, -3.149, 1.381], [-3.717, -3.839, 1.917], [-4.773, -4.250, 1.112], [-4.718, -3.953, -0.248], [-3.641, -3.258, -0.785], [0.727, -3.231, -5.158], [-0.341, -5.021, -3.792], [-1.341, -4.509, -1.612], [-0.149, -0.429, -2.018], [0.868, -0.937, -4.204], [-1.801, -2.848, 2.007], [-3.733, -4.058, 2.980], [-5.621, -4.779, 1.531], [-5.529, -4.260, -0.900], [-3.621, -3.025, -1.843], [1.116, -0.872, 1.516], [1.808, -0.478, 2.809], [1.550, -1.455, 4.164], [0.135, -1.866, 4.381], [-0.025, -3.369, 4.212], [0.791, -4.111, 5.288], [2.007, -3.276, 5.721], [2.547, -2.457, 4.561], [1.435, 1.034, 3.426], [1.580, 1.418, 4.823], [0.223, 1.773, 5.430], [-0.649, 2.592, 4.450], [0.199, 3.176, 3.324], [0.895, 2.069, 2.533], [3.531, -0.510, 2.725], [4.176, 0.801, 2.447], [4.196, 1.119, 0.954], [5.071, 0.086, 0.208], [5.307, -1.160, 1.074], [4.043, -1.586, 1.809], [-0.489, -1.347, 3.661], [-0.206, -1.566, 5.381], [0.327, -3.628, 3.209], [-1.080, -3.649, 4.263], [1.120, -5.079, 4.903], [0.160, -4.315, 6.159], [2.798, -3.916, 6.112], [1.721, -2.589, 6.526], [2.795, -3.146, 3.741], [3.467, -1.951, 4.839], [2.271, 2.267, 4.916], [2.019, 0.585, 5.361], [0.386, 2.329, 6.358], [-0.291, 0.846, 5.696], [-1.157, 3.397, 4.983], [-1.425, 1.960, 4.009], [0.933, 3.873, 3.739], [-0.425, 3.742, 2.629], [1.680, 2.507, 1.901], [0.179, 1.614, 1.862], [5.196, 0.789, 2.840], [3.642, 1.571, 2.995], [4.550, 2.138, 0.781], [3.165, 1.058, 0.597], [6.035, 0.525, -0.062], [4.581, -0.210, -0.722], [6.107, -0.966, 1.795], [5.637, -1.996, 0.455], [4.256, -2.485, 2.390], [3.275, -1.842, 1.078]]
}

No. 3
{
  "formula": "C4H11CsNO",
  "method": "the ωB97M-V functional and the def2-TZVPD basis",
  "charge": 1,
  "e_above_lowest_kcal_mol": 20.8,
  "fmax_ev_per_a": 1.1,
  "multiplicity": 1,
  "symbols": ["Cs", "C", "C", "C", "O", "C", "N", "H", "H", "H", "H", "H", "H", "H", "H", "H", "H", "H"],
  "coordinates": [[5.603, -0.290, -0.079], [-1.448, 1.257, -1.091], [-1.458, 0.492, 0.212], [-0.551, -0.725, 0.153], [0.819, -0.293, 0.090], [1.700, -1.337, -0.072], [-1.136, 1.406, 1.320], [-0.429, 1.592, -1.303], [-2.109, 2.117, -1.038], [-1.775, 0.628, -1.921], [-2.459, 0.093, 0.408], [-0.759, -1.360, -0.717], [-0.698, -1.333, 1.056], [1.633, -1.857, -1.045], [1.593, -2.136, 0.680], [2.716, -0.926, 0.003], [-0.206, 1.783, 1.153], [-1.036, 0.889, 2.190]]
}